# 1
DFT (wB97M-V/def2-TZVPD) results for 3 unconnected molecules or ions with the total composition C3H6N4O in a non-equilibrium geometry.

Each line ends with the Mulliken charge.
Cartesian coordinates (Å):
N: 2.30515 -1.04373 1.18957  -0.639
N: 1.83721 -0.80249 -0.13068  -0.126
C: 2.21107 -1.24855 -1.19176  0.547
O: 2.45827 -1.54466 -2.29328  -0.419
H: 2.94143 -0.28223 1.41710  0.259
H: 1.48619 -0.92036 1.78031  0.307
C: -1.79314 0.51795 1.37253  0.221
C: -1.96251 1.01698 -1.28206  -0.048
N: -2.73072 1.28190 -0.34737  -0.614
N: -0.66570 0.13169 1.25621  -0.401
H: -0.16994 0.11584 0.33283  0.227
H: -2.77886 0.98177 1.36607  0.518
H: -2.15442 1.32935 -2.31455  0.290
H: -0.98403 0.46654 -1.15493  -0.122

Cartesian forces (eV/Å) of the 2 atoms listed first:
N 0.1 -0.1 -0.1
N -0.2 0.1 0.1

For the HOMO energy, the calculation gives -8.144 eV. The molecular weight is 114.1 g/mol. The value obtained for the energy above the lowest of the compared OMol25 structures with the same formula, charge and spin is 611.3 kJ/mol. Its spin multiplicity is 1. The calculation puts the max |F| at 0.04300 Eh/bohr. For the lowest unoccupied orbital energy, the calculation gives 0.49 eV. The energy comes out at -11210.441 eV.

# 2
DFT (wB97M-V/def2-TZVPD) results for 2 unconnected molecules or ions with the total composition C7H13N5 in a non-equilibrium geometry.

Each line ends with the Mulliken charge.
Cartesian coordinates (Å):
N: -1.86408 -0.97813 -1.44238  -0.582
C: -0.83250 -1.21665 -2.41254  0.506
C: 0.27377 -2.07687 -1.99254  -0.441
N: 1.37556 -1.41931 -1.89293  -0.388
N: 1.15710 -0.10295 -2.29642  -0.342
C: -0.07658 0.01639 -2.66175  -0.472
H: -1.50031 -0.81518 -0.50516  0.145
H: -2.50755 -1.76628 -1.36374  0.282
H: -1.26355 -1.54659 -3.34931  0.462
H: 0.19953 -3.09825 -1.64494  0.421
H: -0.47182 0.95931 -3.02977  0.439
C: 0.93052 1.33127 2.99312  -0.121
N: 0.34919 2.37898 2.54212  -0.690
N: -0.09887 2.35447 1.23812  -0.118
C: -0.43818 1.07134 0.65061  -0.628
C: 0.75057 0.12004 0.83141  -0.056
C: 1.04603 0.00569 2.31795  -0.747
H: 1.33224 1.42341 4.00022  0.408
H: -0.83219 3.04983 1.20130  0.280
H: -1.28852 0.60584 1.17832  0.324
H: -0.69382 1.17598 -0.41382  0.292
H: 0.47234 -0.85383 0.45714  0.083
H: 1.61003 0.52832 0.30010  0.284
H: 2.02849 -0.44086 2.50038  0.382
H: 0.34260 -0.70598 2.79451  0.277

Cartesian forces (eV/Å) of the 2 atoms listed first:
N -1.3 -0.4 0.8
C -0.7 0.1 -0.6

For the HOMO energy, the calculation gives -8.442 eV. The molecular weight is 167.2 g/mol. The value obtained for the energy above the lowest of the compared OMol25 structures with the same formula, charge and spin is 66.2 kJ/mol. Its spin multiplicity is 1. The calculation puts the max |F| at 0.03960 Eh/bohr. As for the SMILES: NC1C=NN=C1.C1=NNCCC1. For the lowest unoccupied orbital energy, the calculation gives -0.02 eV. The energy comes out at -14917.223 eV.